The following is a DFT calculation (wB97M-V/def2-TZVPD) of C27H50Br19F3N2O3 as an isolated structure in a non-equilibrium geometry.

The geometry in ORCA input format:
```
! wB97M-V def2-TZVPD RIJCOSX def2/J DEFGRID3
* xyz 0 1
C -1.1775 1.7577 -2.9208
C -1.2154 1.8863 -4.4448
O -1.9080 2.7361 -4.9585
N -0.4254 1.1296 -5.2995
C 0.4258 1.9843 -6.1561
C 0.3821 0.1029 -4.6180
C 1.6533 0.6288 -3.8732
C 1.9456 -0.2438 -2.6421
C 2.6164 0.5207 -1.4885
O 1.8817 1.7353 -1.2065
C 2.6905 2.7283 -0.8691
O 3.7818 2.6134 -0.4089
N 2.1702 4.0830 -1.0567
Br 0.4132 4.3237 -0.4512
C 2.3345 4.5298 -2.3983
F 1.3646 4.1425 -3.2359
F 3.5138 4.2045 -2.8896
F 2.2673 5.8697 -2.3913
H -2.0842 2.1129 -2.4570
H -0.3808 2.4170 -2.5686
H -0.9474 0.7611 -2.5521
H 1.2900 1.4011 -6.4721
H 0.7695 2.8388 -5.5732
H -0.1027 2.2813 -7.0568
H 0.7641 -0.5649 -5.4096
H -0.2263 -0.5065 -3.9521
H 1.4759 1.6770 -3.6329
H 2.4676 0.6065 -4.6013
H 1.0883 -0.8153 -2.2882
H 2.6965 -0.9807 -2.9466
H 3.6417 0.7036 -1.7820
H 2.5374 -0.1489 -0.6311
Br 6.9627 0.6766 -2.8856
C 6.7738 2.3953 -1.9849
C 8.1045 3.0744 -1.8087
Br 9.1271 2.2771 -0.3574
H 6.2647 2.2054 -1.0459
H 6.1272 2.9860 -2.6306
H 7.9651 4.1143 -1.5217
H 8.7266 3.0253 -2.6963
Br 2.0864 -2.2065 -5.9570
C 0.7168 -3.4834 -6.4869
C 0.9188 -4.8149 -5.8171
Br 2.3637 -5.8196 -6.6436
H 0.7425 -3.5415 -7.5698
H -0.2263 -3.0376 -6.1720
H 0.0351 -5.4381 -5.9340
H 1.1603 -4.7279 -4.7623
Br -0.3763 -1.6362 -0.5052
C 0.1822 -1.1629 1.3026
C 0.5370 -2.3892 2.1005
Br -1.0478 -3.3382 2.7088
H -0.6194 -0.5797 1.7416
H 1.0570 -0.5281 1.1723
H 1.0658 -2.1130 3.0104
H 1.1348 -3.0998 1.5386
Br -1.7343 2.3545 3.7816
C -2.6866 3.5838 2.6119
C -3.6292 2.8436 1.7058
Br -2.6876 1.9745 0.2382
H -1.9378 4.1607 2.0780
H -3.2383 4.2417 3.2797
H -4.3216 3.5329 1.2275
H -4.1900 2.0719 2.2232
Br -3.1208 4.6741 7.6635
C -4.2564 3.0915 7.6907
C -4.3232 2.4406 6.3382
Br -5.4941 3.4218 5.1261
H -5.2263 3.4064 8.0622
H -3.7960 2.4224 8.4110
H -4.7612 1.4496 6.4131
H -3.3545 2.3703 5.8499
Br -1.5853 -2.4587 7.0306
C -2.5732 -4.1247 7.2306
C -2.8439 -4.7689 5.8982
Br -4.2929 -3.8848 4.9424
H -3.4784 -3.8923 7.7816
H -1.9340 -4.7614 7.8384
H -3.1809 -5.7943 6.0338
H -1.9803 -4.7572 5.2403
Br -2.1002 5.3916 12.6569
C -1.0603 3.7670 12.4057
C -1.3306 3.1406 11.0646
Br -3.0400 2.2091 11.0436
H -1.2961 3.1095 13.2359
H -0.0207 4.0793 12.4762
H -0.5877 2.3772 10.8432
H -1.3570 3.8629 10.2542
Br -3.4810 1.1033 -4.3148
C -5.3555 0.6635 -4.7164
C -5.7741 -0.6833 -4.1780
Br -5.0773 -2.1360 -5.2741
H -5.4618 0.7370 -5.7939
H -5.9322 1.4543 -4.2398
H -6.8567 -0.7991 -4.2115
H -5.4266 -0.8591 -3.1655
Br 2.8266 -6.9709 -2.5539
C 3.9673 -8.5121 -2.8777
C 3.6895 -9.1264 -4.2234
Br 2.0499 -10.1738 -4.2055
H 3.8097 -9.2008 -2.0543
H 4.9844 -8.1284 -2.8368
H 4.4748 -9.8302 -4.4904
H 3.5830 -8.3874 -5.0115
*
```

E_tot: -1376891.18056 eV
orbital gap: 0.296 Ha
E_HOMO: -8.52 eV

Mulliken population analysis, charges in e, atoms 1 to 8:
1 C -0.95
2 C 0.25
3 O -0.71
4 N 0.13
5 C -0.90
6 C -0.77
7 C 0.68
8 C -0.12


The following is a DFT calculation (wB97M-V/def2-TZVPD) of C27H50HfOP2 as an isolated structure in a non-equilibrium geometry.

The geometry in ORCA input format:
```
! wB97M-V def2-TZVPD RIJCOSX def2/J DEFGRID3
* xyz 2 1
Hf -0.0460 0.5165 -0.5764
C -0.9153 -1.5416 0.5645
C 0.3992 -1.8525 0.0653
C 0.6275 -0.3496 1.8242
C -0.7661 -0.6196 1.6540
C 1.3488 -1.0699 0.8124
C -2.1742 -2.2733 0.2470
H -2.1503 -2.7268 -0.7502
H -3.0460 -1.6070 0.2881
H -2.3452 -3.0835 0.9740
C -1.8396 -0.1984 2.5895
H -2.8185 -0.5547 2.2535
H -1.8947 0.8960 2.6710
H -1.6635 -0.5964 3.6012
C 1.2305 0.3320 2.9945
H 1.1297 -0.2838 3.9018
H 0.7393 1.2904 3.1928
H 2.2949 0.5238 2.8373
C 2.8283 -1.2386 0.7802
H 3.1471 -2.0446 1.4615
H 3.3394 -0.3219 1.0950
H 3.1887 -1.4929 -0.2238
C 0.7558 -3.0308 -0.7705
H 1.0838 -3.8701 -0.1354
H 1.5781 -2.8074 -1.4618
H -0.0961 -3.3889 -1.3576
C -1.4014 1.6860 -5.5044
C -1.7375 0.3847 -5.6345
C -1.1278 -0.5655 -6.6201
C 0.3484 -0.2971 -6.9988
C 1.2338 0.1125 -5.8704
C 1.5811 1.3872 -5.5853
C 0.9056 2.6039 -6.1379
C -0.5865 2.4333 -6.5092
H -1.7160 -0.5657 -7.5540
H 0.3978 0.4104 -7.8355
H -1.2100 -1.5931 -6.2396
H -0.6775 1.9796 -7.5064
H -1.8497 2.3138 -4.7278
H -2.6462 0.0005 -5.1578
H -1.0155 3.4437 -6.6128
H 1.0024 3.4329 -5.4176
H 2.5244 1.6005 -5.0732
H 1.4293 2.9450 -7.0479
H 0.7446 -1.2451 -7.4012
H 1.7404 -0.7281 -5.3894
P -1.6068 0.0385 -2.4765
C -3.1306 0.9670 -2.7788
C -1.6121 -1.5833 -3.2879
P 1.7369 0.8865 -2.3094
C -0.0320 0.9122 -3.1586
C 2.7312 -0.4177 -3.0660
C 2.4836 2.5119 -2.5887
H -3.1712 1.8105 -2.0708
H -3.9712 0.2932 -2.5564
H -3.2398 1.3523 -3.7946
H -1.3235 -1.5131 -4.3419
H -2.6292 -1.9942 -3.2200
H -0.9210 -2.2737 -2.7862
H 2.2664 2.9038 -3.5891
H 3.5701 2.4167 -2.4527
H 2.1032 3.2180 -1.8356
H -0.2457 1.9518 -3.4310
H 0.1099 0.3493 -4.0780
H 3.6262 -0.5480 -2.4406
H 3.0484 -0.1566 -4.0807
H 2.1836 -1.3717 -3.0860
C -0.4468 3.4176 2.4017
C -0.6246 3.4675 0.8921
C -2.0684 3.8408 0.5567
C 0.3599 4.4806 0.3085
O -0.3479 2.1745 0.3058
H -0.6964 4.3978 2.8341
H 0.5924 3.1887 2.6662
H -1.1086 2.6724 2.8588
H -2.3209 4.8250 0.9786
H -2.2073 3.8796 -0.5311
H -2.7555 3.0930 0.9787
H 1.3914 4.1877 0.5449
H 0.2513 4.5465 -0.7810
H 0.1806 5.4797 0.7306
*
```

E_tot: -50728.32814 eV
relative energy (zero: lowest compared OMol25 entry of this formula, charge and spin): 43.7 kcal per mole
orbital gap: 0.276 Ha
E_HOMO: -13.89 eV

Mulliken population analysis, charges in e, atoms 1 to 8:
1 Hf 0.48
2 C 0.52
3 C 0.97
4 C 0.95
5 C 0.67
6 C 0.41
7 C -1.76
8 H 0.34


The following is a DFT calculation (wB97M-V/def2-TZVPD) of a 5-piece molecular cluster, C27H50N2O9P overall in a non-equilibrium geometry.

The geometry in ORCA input format:
```
! wB97M-V def2-TZVPD RIJCOSX def2/J DEFGRID3
* xyz 1 1
C 1.9726 -1.5004 1.2664
C 1.5047 -0.5478 2.4563
O 1.7414 -0.8890 3.6352
O 0.8116 0.6748 2.2514
C 0.1526 0.7181 0.9524
C -1.0187 1.8137 1.0720
C -2.1289 1.3303 2.1692
C -3.5373 1.2888 1.4133
C -4.6043 0.2488 2.0131
C -3.9882 -1.1776 2.3537
C -3.8032 -1.6472 3.8434
N -3.2269 -2.9326 4.0604
N -2.7722 -3.8320 3.2056
C -2.8911 -3.5270 1.8400
C -3.5195 -2.2009 1.2533
P -3.7002 -1.8495 -0.5930
O -2.7405 -0.7936 -1.1336
O -3.5023 -3.3672 -1.3768
O -5.3497 -1.4628 -0.8292
H 1.0914 -2.2144 1.0589
H 2.1694 -0.9419 0.2818
H 2.9135 -2.0449 1.6018
H 0.9089 1.0182 0.1354
H -0.3623 -0.2736 0.6698
H -1.4532 1.9444 0.0278
H -0.5238 2.7933 1.3979
H -1.7511 0.3231 2.5474
H -2.0712 2.0797 3.0231
H -3.9994 2.3514 1.5186
H -3.4155 1.1117 0.2906
H -5.4261 0.1142 1.2131
H -5.0881 0.7585 2.9278
H -4.1318 -0.9782 4.7080
H -3.1521 -3.1997 5.0650
H -2.5098 -4.2705 1.0654
H -2.6609 -3.7491 -1.0394
H -5.4368 -0.5315 -1.1327
C 5.2943 -5.9581 0.2605
C 5.8756 -4.6411 -0.2046
C 4.6429 -3.7625 -0.2847
O 3.7282 -4.2386 0.7143
C 4.1976 -5.5034 1.2033
H 6.0220 -6.6149 0.7396
H 4.8583 -6.4923 -0.5902
H 6.5635 -4.2515 0.5528
H 6.4133 -4.7076 -1.1517
H 4.1519 -3.8538 -1.2597
H 4.8670 -2.7082 -0.1051
H 4.5844 -5.3482 2.2162
H 3.3662 -6.2102 1.2526
C -3.4033 7.2553 1.8669
C -4.2864 6.9074 3.0445
C -4.9637 5.6381 2.5670
O -4.0399 4.9794 1.6877
C -2.9695 5.8861 1.3825
H -2.5627 7.9016 2.1239
H -3.9957 7.7550 1.0936
H -3.6671 6.6934 3.9217
H -4.9945 7.6936 3.3106
H -5.8697 5.8620 1.9943
H -5.2281 4.9692 3.3897
H -2.0763 5.5415 1.9150
H -2.7651 5.8656 0.3098
C 3.4432 2.2461 -2.7380
C 4.0657 3.0408 -1.6115
C 4.3152 1.9682 -0.5695
O 4.5579 0.7464 -1.2804
C 4.2037 0.9383 -2.6584
H 3.5257 2.7276 -3.7136
H 2.3816 2.0745 -2.5292
H 5.0173 3.4696 -1.9417
H 3.4349 3.8525 -1.2447
H 3.4341 1.8178 0.0653
H 5.1705 2.1960 0.0707
H 5.1314 0.9830 -3.2395
H 3.6144 0.0892 -3.0078
C -0.2023 -1.5246 -5.3450
C 0.8101 -2.5545 -4.8951
C 2.0406 -1.7025 -4.6532
O 1.5754 -0.4074 -4.2471
C 0.1635 -0.3282 -4.4888
H -1.2387 -1.8406 -5.2143
H -0.0468 -1.2889 -6.4028
H 0.4815 -3.0118 -3.9557
H 0.9797 -3.3512 -5.6212
H 2.6239 -1.5764 -5.5713
H 2.6926 -2.1173 -3.8806
H -0.3452 -0.3640 -3.5189
H -0.0739 0.6222 -4.9718
*
```

E_tot: -59495.36086 eV
orbital gap: 0.187 Ha
E_HOMO: -10.81 eV

Mulliken population analysis, charges in e, atoms 1 to 8:
1 C -0.38
2 C 0.58
3 O -0.60
4 O -0.32
5 C -0.11
6 C -0.83
7 C -0.21
8 C -0.19


The following is a DFT calculation (wB97M-V/def2-TZVPD) of a 5-piece molecular cluster, C27H50N3O12 overall in a non-equilibrium geometry.

The geometry in ORCA input format:
```
! wB97M-V def2-TZVPD RIJCOSX def2/J DEFGRID3
* xyz 1 1
C -8.3839 -0.2207 6.4200
C -7.3680 -1.5294 6.2014
C -5.7951 -1.0774 6.3341
N -5.2169 -0.5714 5.0148
C -6.0620 -0.2969 3.7615
N -5.0431 0.1517 2.7351
C -5.5608 0.5328 1.3368
C -5.0128 2.0830 1.0456
N -4.5743 2.5208 -0.1853
C -3.5740 0.1861 3.2060
C -2.2317 0.5951 2.3154
C -2.1857 -0.5254 1.0755
O -2.4562 -0.2316 -0.2031
O -1.8688 -1.9100 1.4907
C -3.7241 -0.2834 4.7696
C -2.4558 -0.4114 5.8474
O -1.5021 0.6477 5.4820
O -0.9813 1.2299 6.5248
H -7.8435 0.5031 7.1998
H -8.4783 0.2925 5.3475
H -9.4403 -0.5764 6.8165
H -7.6248 -2.1060 5.1994
H -7.6121 -2.3071 7.0733
H -5.1942 -2.0645 6.6320
H -5.6008 -0.3270 7.2386
H -7.2282 -0.4279 3.6241
H -5.0738 -0.2185 0.5499
H -6.7318 0.5484 1.2793
H -4.9623 2.8186 1.9659
H -4.2713 3.5258 -0.0082
H -2.3487 1.6979 1.8891
H -1.2233 0.4569 2.8938
H -2.7067 -2.4536 1.3799
H -1.9727 -1.4860 5.8036
H -2.8515 -0.1525 6.9416
H -0.2676 1.8445 6.1279
O -3.0888 -0.5596 -4.9614
C -2.8968 0.5464 -4.4604
O -2.1935 1.4841 -5.1281
C -2.0826 2.8618 -4.7256
C -0.9522 3.0444 -3.7322
C -3.3565 0.8403 -3.0623
H -3.0379 3.2414 -4.3515
H -1.8580 3.4331 -5.6329
H -1.1297 2.4790 -2.8131
H -0.8344 4.1000 -3.4722
H -0.0103 2.6770 -4.1525
H -2.6034 0.4867 -2.3540
H -4.2954 0.3062 -2.8872
H -3.5685 1.8935 -2.8827
O 2.0576 3.5912 -2.4502
C 2.7419 2.6178 -2.7586
O 3.7694 2.7532 -3.6221
C 4.7478 1.7327 -3.8931
C 4.2584 0.7895 -4.9742
C 2.3888 1.2480 -2.2573
H 5.0365 1.2098 -2.9766
H 5.6456 2.2500 -4.2484
H 3.3530 0.2595 -4.6655
H 5.0266 0.0502 -5.2173
H 4.0047 1.3466 -5.8820
H 1.6301 0.8103 -2.9104
H 1.9824 1.3436 -1.2458
H 3.2426 0.5761 -2.1789
O 3.1758 -1.4798 -2.6072
C 3.8602 -2.4532 -2.9157
O 4.8876 -2.3178 -3.7791
C 5.8661 -3.3384 -4.0501
C 5.3766 -4.2815 -5.1313
C 3.5070 -3.8231 -2.4143
H 6.1547 -3.8612 -3.1337
H 6.7638 -2.8210 -4.4055
H 4.4713 -4.8115 -4.8226
H 6.1448 -5.0209 -5.3744
H 5.1229 -3.7244 -6.0391
H 2.7483 -4.2608 -3.0675
H 3.1006 -3.7274 -1.4029
H 4.3608 -4.4949 -2.3360
O 5.9982 -2.6208 0.8296
C 5.7744 -1.4126 0.8621
O 6.6078 -0.5483 0.2473
C 6.3347 0.8519 0.0544
C 6.7585 1.6564 1.2673
C 4.6274 -0.8710 1.6644
H 5.2874 1.0158 -0.2152
H 6.9285 1.1676 -0.8103
H 6.1979 1.3639 2.1595
H 6.6021 2.7249 1.0948
H 7.8171 1.4858 1.4890
H 4.9406 -0.7514 2.7044
H 3.8023 -1.5881 1.6164
H 4.2332 0.0709 1.2855
*
```

E_tot: -57830.47542 eV
orbital gap: 0.263 Ha
E_HOMO: -11.12 eV

Mulliken population analysis, charges in e, atoms 1 to 8:
1 C -0.75
2 C -0.71
3 C -0.53
4 N 0.27
5 C -0.20
6 N 0.14
7 C -0.36
8 C -0.27


The following is a DFT calculation (wB97M-V/def2-TZVPD) of C27H50OP2Y as an isolated structure in a non-equilibrium geometry.

The geometry in ORCA input format:
```
! wB97M-V def2-TZVPD RIJCOSX def2/J DEFGRID3
* xyz 1 1
Y -0.7286 1.0064 -1.5866
C 1.5732 -2.2395 1.2977
C 1.3331 -1.1069 2.1194
C -0.3865 -2.5999 2.4361
C 0.5134 -3.1583 1.4935
C 0.0956 -1.3087 2.7908
C 2.7308 -2.4335 0.3996
H 3.6234 -1.9176 0.7793
H 2.5315 -2.0549 -0.6163
H 2.9729 -3.5002 0.3062
C 0.4009 -4.4815 0.8417
H 1.3937 -4.9290 0.7023
H -0.0666 -4.4137 -0.1536
H -0.2008 -5.1655 1.4504
C -1.5942 -3.2572 2.9766
H -1.4403 -4.3409 3.0696
H -2.4697 -3.1017 2.3315
H -1.8342 -2.8614 3.9686
C -0.5572 -0.3520 3.7035
H 0.1587 0.0650 4.4268
H -1.3593 -0.8406 4.2689
H -1.0136 0.4932 3.1571
C 2.2596 0.0234 2.3332
H 2.9885 -0.2098 3.1291
H 1.7289 0.9374 2.6295
H 2.8396 0.2345 1.4259
C 1.3340 -0.1735 -2.4414
C 1.3045 1.2674 -2.3261
C 1.9473 1.8668 -1.0577
C 0.9119 2.6943 -0.2953
C -0.1288 1.8223 0.5167
C -1.4478 2.6010 0.6865
C -2.6626 2.1293 -0.1084
C -2.5794 2.5371 -1.5822
H 2.7980 2.4819 -1.4162
H 0.3731 3.3572 -1.0140
H 2.4116 1.0835 -0.4373
H -2.3927 3.6031 -1.7202
H 0.4589 -0.8798 -2.4867
H 1.4732 1.8787 -3.2159
H -3.4364 2.1864 -2.1760
H -2.7675 1.0253 0.0052
H -1.2548 3.6649 0.4548
H -3.5530 2.5118 0.4021
H 1.4125 3.3575 0.4282
H 0.2931 1.7604 1.5313
P 3.9918 0.3706 -3.1078
C 4.3657 0.3168 -4.8888
C 5.3115 0.0750 -1.8787
P -1.9283 3.1348 2.7779
C 2.6288 -0.7219 -2.7509
C -0.8755 4.6353 2.9794
C -3.5315 3.9829 2.4816
H 3.8529 -0.5158 -5.3835
H 5.4516 0.2752 -5.0730
H 3.9772 1.2700 -5.2956
H 5.2114 0.8612 -1.1038
H 6.3102 0.1792 -2.3317
H 5.2280 -0.9128 -1.3987
H -3.6731 4.2323 1.4262
H -3.5825 4.8805 3.1050
H -4.3160 3.2834 2.7919
H 2.7689 -1.8024 -2.9510
H -0.1441 0.6746 0.3255
H -0.3459 4.5106 3.9299
H -1.4839 5.5444 3.0135
H -0.1286 4.6939 2.1824
C -2.7525 -2.6786 -0.2869
C -2.5429 -1.7745 -1.4961
C -2.0018 -2.5615 -2.6906
C -3.8280 -1.0246 -1.8706
O -1.5417 -0.8133 -1.1427
H -3.4783 -3.4856 -0.4815
H -3.1150 -2.0790 0.5588
H -1.7878 -3.1079 0.0208
H -2.6979 -3.3545 -3.0063
H -1.8452 -1.8787 -3.5351
H -1.0273 -3.0010 -2.4403
H -4.1949 -0.4225 -1.0295
H -3.6391 -0.3255 -2.7003
H -4.6240 -1.7231 -2.1778
*
```

E_tot: -50465.56563 eV
relative energy (zero: lowest compared OMol25 entry of this formula, charge and spin): 81.4 kcal per mole
orbital gap (alpha / beta): 0.210 / 0.145 Ha
E_HOMO (alpha / beta): -9.31 / -9.40 eV

Mulliken population analysis, charges in e, atoms 1 to 8:
1 Y 0.05
2 C 0.34
3 C 0.80
4 C 0.63
5 C 0.57
6 C 0.51
7 C -1.38
8 H 0.38